{"formula": "C35H40F21N3O17", "method": "wB97M-V/def2-TZVPD", "species": ["N", "C", "C", "C", "C", "O", "O", "C", "C", "N", "N", "C", "O", "H", "H", "H", "H", "H", "C", "C", "O", "C", "O", "C", "F", "F", "F", "H", "H", "H", "H", "H", "C", "C", "O", "C", "O", "C", "F", "F", "F", "H", "H", "H", "H", "H", "C", "C", "O", "C", "O", "C", "F", "F", "F", "H", "H", "H", "H", "H", "C", "C", "O", "C", "O", "C", "F", "F", "F", "H", "H", "H", "H", "H", "C", "C", "O", "C", "O", "C", "F", "F", "F", "H", "H", "H", "H", "H", "C", "C", "O", "C", "O", "C", "F", "F", "F", "H", "H", "H", "H", "H", "C", "C", "O", "C", "O", "C", "F", "F", "F", "H", "H", "H", "H", "H"], "xyz": [[-2.04045, -2.60816, -2.76369], [-1.42187, -1.64766, -2.65335], [-0.76083, -0.23450, -2.46413], [0.78647, -0.39924, -2.79356], [1.16172, 0.58504, -3.98546], [1.45259, 0.20411, -5.08078], [1.16690, 1.96279, -3.62178], [-1.07589, 0.25445, -0.98568], [-0.96507, -1.00392, -0.05034], [-1.14115, -1.89028, 0.66066], [-2.50508, 0.76646, -0.96382], [-2.44055, 1.98628, -1.28320], [-2.76128, 3.00927, -1.73186], [-1.23987, 0.43750, -3.22682], [1.47826, -0.17383, -1.93788], [1.00687, -1.44874, -3.13267], [0.26434, 2.29180, -3.82597], [-0.37496, 1.07300, -0.63988], [4.37118, 6.44680, -3.99469], [3.63563, 7.22754, -2.92440], [2.90563, 6.34331, -2.05639], [3.62228, 5.73141, -1.10480], [4.80041, 5.87141, -0.94225], [2.71430, 4.86217, -0.23459], [1.86807, 4.11024, -0.96609], [1.95121, 5.60620, 0.58801], [3.40512, 4.01397, 0.54183], [3.67901, 5.80550, -4.54481], [4.86176, 7.12330, -4.69603], [5.12928, 5.79518, -3.55708], [2.90051, 7.88474, -3.39106], [4.31358, 7.86011, -2.34804], [2.16440, 2.25177, 4.60329], [3.11904, 2.01400, 3.45082], [3.35394, 0.60760, 3.26058], [2.40214, -0.05552, 2.59686], [1.39827, 0.44095, 2.17049], [2.79458, -1.52238, 2.42683], [3.25101, -2.06195, 3.57252], [3.77501, -1.68064, 1.51450], [1.76972, -2.28318, 2.01428], [2.53062, 1.76957, 5.50689], [2.04809, 3.31788, 4.79162], [1.17953, 1.82936, 4.39411], [4.08586, 2.46457, 3.67865], [2.76026, 2.47203, 2.52717], [-2.67685, -6.11062, -0.76119], [-3.88997, -5.36853, -1.28405], [-4.96059, -6.28417, -1.58444], [-5.68201, -6.70876, -0.54007], [-5.49326, -6.38384, 0.59763], [-6.80345, -7.63420, -1.01302], [-6.36931, -8.55608, -1.89552], [-7.78958, -6.94898, -1.62542], [-7.37438, -8.30834, -0.00588], [-2.37115, -6.88843, -1.46451], [-1.84314, -5.42424, -0.60675], [-2.89508, -6.60639, 0.18640], [-3.63653, -4.86660, -2.21798], [-4.22504, -4.59929, -0.58529], [-0.67113, 5.92734, 9.61645], [0.07922, 6.20859, 8.33026], [1.27880, 5.41985, 8.25309], [1.12043, 4.14611, 7.87108], [0.06800, 3.64103, 7.60114], [2.47616, 3.44401, 7.79086], [3.24236, 3.68330, 8.86963], [3.18356, 3.85436, 6.71532], [2.36060, 2.11226, 7.69694], [-0.02050, 6.07939, 10.48030], [-1.53924, 6.58187, 9.70671], [-1.01479, 4.89230, 9.65478], [0.39191, 7.25316, 8.30911], [-0.54788, 6.04189, 7.45191], [0.93923, 13.20785, -1.28310], [1.26846, 12.03783, -2.18806], [2.68408, 11.95486, -2.42500], [3.41096, 11.39291, -1.44984], [2.96195, 10.97132, -0.42208], [4.88432, 11.33150, -1.85448], [5.32214, 12.49289, -2.37273], [5.10209, 10.38419, -2.78941], [5.68971, 11.04798, -0.82291], [1.34437, 14.13517, -1.69366], [-0.14045, 13.31313, -1.16733], [1.38065, 13.07796, -0.29358], [0.79818, 12.18344, -3.16125], [0.89009, 11.09609, -1.78469], [-7.65999, -9.15899, -4.44633], [-6.67967, -9.37391, -5.58139], [-6.43099, -10.77512, -5.78705], [-7.36336, -11.44177, -6.47969], [-8.36403, -10.95246, -6.92170], [-6.94796, -12.90260, -6.65819], [-6.50414, -13.45037, -5.51168], [-5.95345, -13.02722, -7.55807], [-7.95768, -13.67263, -7.08685], [-7.31020, -9.65246, -3.54148], [-7.78753, -8.09491, -4.24339], [-8.63728, -9.58408, -4.68296], [-5.72030, -8.92135, -5.32721], [-7.02246, -8.90442, -6.50596], [2.55424, -5.20395, 2.87140], [3.52204, -5.44350, 1.73080], [3.73615, -6.85032, 1.52468], [2.78333, -7.49483, 0.83814], [1.79211, -6.98160, 0.40223], [3.16220, -8.96531, 0.65789], [3.59997, -9.52308, 1.80206], [4.14776, -9.11418, -0.24814], [2.13170, -9.71075, 0.23615], [2.89831, -5.70595, 3.77865], [2.45402, -4.14285, 3.07266], [1.56561, -5.60552, 2.64176], [4.49365, -5.01370, 1.97836], [3.18443, -4.96657, 0.80797]], "forces_ev_per_angstrom": [[0.276, -0.064, -0.062], [0.254, 2.486, 0.189], [0.190, -1.883, -0.066], [0.505, 0.425, -0.781], [0.181, -0.637, 0.542], [-0.279, 0.555, 0.951], [-1.066, -1.283, -0.323], [0.109, -1.568, 0.425], [-0.775, 2.126, -0.758], [0.412, 0.176, -0.289], [2.756, 1.922, -0.031], [-3.178, -1.656, -0.567], [1.143, 0.025, 0.625], [0.295, -0.565, 0.911], [-0.915, -0.077, -0.566], [-0.251, 1.180, 0.258], [0.799, 0.084, 0.060], [-0.435, -1.299, -0.419], [0.067, -0.340, 0.082], [0.388, 0.384, -0.563], [-0.213, -0.409, 0.699], [0.505, 1.017, -1.026], [-0.383, -0.412, 0.402], [-0.943, -0.988, 0.852], [0.333, 0.287, -0.119], [0.338, 0.161, -0.316], [0.173, 0.420, -0.385], [-0.025, 0.148, -0.034], [-0.062, 0.012, 0.058], [0.023, 0.141, 0.009], [-0.189, -0.199, 0.224], [-0.035, -0.239, 0.125], [-0.342, -0.445, -0.178], [-0.151, 0.843, 0.278], [-0.104, -0.781, -0.408], [0.210, 1.477, 0.383], [0.015, -0.592, -0.259], [0.233, -1.637, -0.153], [-0.158, 0.510, -0.091], [-0.165, 0.475, 0.106], [0.092, 0.793, 0.120], [0.086, 0.074, -0.151], [0.038, -0.074, -0.134], [0.039, 0.094, -0.097], [0.075, -0.349, -0.069], [-0.048, -0.264, 0.006], [-0.087, -0.314, 0.162], [0.760, 0.432, 0.054], [-0.815, -0.426, 0.132], [1.204, 1.018, -0.044], [-0.532, -0.432, -0.168], [-1.118, -1.080, -0.298], [0.346, 0.456, 0.442], [0.408, 0.198, 0.142], [0.450, 0.427, -0.046], [0.036, 0.143, -0.062], [-0.078, 0.012, -0.053], [0.012, 0.136, 0.006], [-0.262, -0.185, -0.047], [-0.139, -0.225, 0.037], [0.069, -0.331, 0.145], [-0.612, 0.439, 0.195], [0.492, -0.594, -0.282], [-1.055, 1.053, 0.124], [0.587, -0.332, -0.061], [1.508, -0.763, 0.151], [-0.459, 0.186, -0.159], [-0.356, 0.277, 0.450], [-0.425, 0.465, 0.123], [-0.033, 0.140, -0.071], [0.072, 0.004, -0.043], [-0.061, 0.084, -0.095], [0.298, -0.190, -0.035], [0.139, -0.222, 0.052], [0.272, 0.104, 0.219], [-0.731, 0.202, 0.117], [0.734, -0.325, 0.054], [-1.452, 0.179, -0.043], [0.632, -0.052, -0.169], [1.721, 0.160, -0.239], [-0.480, -0.167, 0.132], [-0.455, 0.060, 0.158], [-0.666, -0.004, -0.070], [-0.120, -0.055, -0.091], [0.049, -0.035, -0.059], [-0.103, -0.089, -0.037], [0.344, -0.032, -0.066], [0.251, 0.033, 0.080], [-0.316, -0.367, -0.070], [-0.158, 0.735, 0.262], [-0.043, -0.715, -0.401], [0.039, 1.453, 0.333], [0.159, -0.637, -0.092], [0.309, -1.591, -0.080], [-0.153, 0.438, -0.127], [-0.211, 0.417, 0.139], [0.070, 0.605, 0.102], [0.045, 0.083, -0.128], [0.075, -0.052, -0.014], [0.039, 0.119, -0.122], [0.071, -0.340, -0.050], [-0.069, -0.262, -0.006], [-0.226, -0.419, 0.093], [-0.133, 0.711, 0.287], [-0.052, -0.708, -0.406], [0.064, 1.443, 0.323], [0.149, -0.633, -0.092], [0.258, -1.609, -0.088], [-0.139, 0.444, -0.124], [-0.197, 0.426, 0.142], [0.089, 0.609, 0.104], [0.113, 0.091, -0.050], [0.038, -0.178, 0.017], [0.042, 0.107, -0.087], [0.066, -0.336, -0.066], [-0.089, -0.244, 0.005]], "lumo_ev": -0.680, "smiles": "N#C[C@H](CC(=O)O)[C@H](C#N)N=C=O.CCOC(=O)C(F)(F)F.CCOC(=O)C(F)(F)F.CCOC(=O)C(F)(F)F.CCOC(=O)C(F)(F)F.CCOC(=O)C(F)(F)F.CCOC(=O)C(F)(F)F.CCOC(=O)C(F)(F)F", "largest_force_ev_per_a": 3.6, "total_charge": 0, "mol_weight_g_mol": 1173.667, "homo_energy_ev": -11.160, "homo_lumo_gap_ev": 10.48, "multiplicity": 1, "total_energy_ha": -4898.2601}